No. 1
62
Properties=species:S:1:pos:R:3 method="wB97M-V/def2-TZVPD" gap_ha="0.2416 / 0.3213" spin_multiplicity=4 s2=3.755 charge=0
Ti 11.778 9.429 9.430
O 11.438 11.188 5.868
C 11.827 10.866 7.117
O 11.608 11.697 8.021
O 12.233 9.704 7.330
H 11.824 10.628 5.201
O 13.106 10.233 10.819
C 13.589 10.881 11.714
O 14.893 10.672 12.058
C 15.109 11.261 13.350
C 14.079 12.454 13.397
C 12.899 11.835 12.650
H 16.180 11.549 13.463
H 14.928 10.498 14.092
H 14.473 13.303 12.864
H 13.937 12.815 14.421
H 12.311 12.511 12.038
H 12.236 11.188 13.191
O 10.445 9.193 10.832
C 9.773 8.873 9.658
O 8.702 9.874 9.364
C 7.440 9.187 8.943
C 7.871 7.794 8.449
C 9.000 7.512 9.464
H 6.935 9.642 8.081
H 6.844 9.109 9.813
H 8.301 7.812 7.481
H 7.049 7.106 8.603
H 9.754 6.787 8.954
H 8.755 7.078 10.422
O 10.212 12.292 11.382
C 9.071 12.090 11.581
O 8.102 12.656 10.848
C 6.776 12.340 11.347
C 6.962 10.970 12.021
C 8.444 11.082 12.528
H 6.125 12.435 10.550
H 6.531 13.047 12.129
H 7.015 10.158 11.322
H 6.270 10.676 12.773
H 9.063 10.175 12.441
H 8.549 11.456 13.590
C 14.566 6.712 11.616
C 15.204 5.257 11.534
O 14.751 4.810 10.277
C 13.673 5.635 9.802
O 13.007 5.435 8.854
O 13.548 6.686 10.652
F 14.585 4.552 12.469
H 15.265 7.442 11.256
H 14.158 6.901 12.623
H 16.311 5.157 11.517
C 11.256 14.939 8.912
C 12.226 15.097 7.765
O 13.325 14.348 8.253
C 13.318 14.405 9.611
O 14.254 14.134 10.322
O 12.138 14.855 9.984
F 12.619 16.422 7.716
H 10.721 14.006 8.835
H 10.627 15.842 8.892
H 12.064 14.758 6.773

=====

No. 2
14
Properties=species:S:1:pos:R:3 method="wB97M-V/def2-TZVPD" gap_ha=0.3579 de_lowest_kcal_mol=51.2 charge=0 smiles="C=C=N.C=NC"
C -1.831 0.124 -2.093
C -0.828 -0.693 -1.868
N 0.095 -1.479 -1.690
H -1.744 0.890 -2.853
H -2.751 0.032 -1.528
H 0.742 -1.116 -0.977
C 1.784 -0.559 1.507
N 1.060 0.060 0.677
C 0.025 0.940 1.190
H 2.550 -1.241 1.133
H 1.678 -0.462 2.595
H -0.948 0.468 1.018
H 0.030 1.876 0.625
H 0.136 1.159 2.263

=====

No. 3
182
Properties=species:S:1:pos:R:3 method="wB97M-V/def2-TZVPD" gap_ha=0.3940 charge=0 smiles="CCOP(=O)(OCC)OCC.CCOP(=O)(OCC)OCC.CCOP(=O)(OCC)OCC.CCOP(=O)(OCC)OCC.CCOP(=O)(OCC)OCC.CCOP(=O)(OCC)OCC.ClC(Cl)Cl.ClC(Cl)Cl.ClC(Cl)Cl.ClC(Cl)Cl.CC#N"
C -1.732 3.181 -3.954
C -0.260 3.415 -3.613
O 0.566 2.752 -4.556
P 2.120 2.849 -4.555
O 2.676 2.845 -3.216
O 2.434 1.582 -5.430
C 1.859 1.234 -6.761
C 2.931 0.819 -7.811
O 2.559 4.134 -5.394
C 3.944 4.589 -5.413
C 4.102 5.557 -6.662
H -1.974 3.859 -4.797
H -1.973 2.168 -4.239
H -2.384 3.422 -3.165
H 0.028 4.445 -3.583
H -0.160 2.976 -2.568
H 1.129 0.472 -6.482
H 1.360 2.127 -7.064
H 3.690 1.536 -7.801
H 3.286 -0.182 -7.440
H 2.422 0.588 -8.750
H 4.103 5.085 -4.473
H 4.653 3.680 -5.353
H 3.719 6.526 -6.299
H 5.203 5.630 -6.819
H 3.598 5.093 -7.500
C -3.227 -1.333 -0.448
C -2.754 -1.501 0.985
O -2.414 -2.863 1.276
P -2.707 -3.365 2.740
O -2.701 -2.409 3.843
O -4.099 -4.197 2.853
C -4.660 -4.906 1.757
C -5.067 -6.302 2.108
O -1.578 -4.455 2.724
C -1.244 -5.308 3.846
C -0.069 -4.682 4.661
H -2.609 -1.930 -1.140
H -4.285 -1.648 -0.566
H -3.165 -0.308 -0.758
H -1.825 -0.915 1.203
H -3.515 -1.234 1.702
H -5.584 -4.395 1.460
H -4.084 -4.807 0.857
H -5.512 -6.837 1.242
H -4.114 -6.795 2.469
H -5.739 -6.233 3.001
H -2.160 -5.456 4.406
H -1.090 -6.240 3.376
H -0.411 -3.784 5.180
H 0.089 -5.421 5.470
H 0.824 -4.578 4.028
C -0.263 -0.243 -2.786
C 0.233 -1.163 -1.671
O 0.135 -0.604 -0.343
P 1.333 0.080 0.383
O 2.641 -0.621 0.244
O 1.315 1.571 -0.180
C 2.332 2.518 0.199
C 1.865 3.889 -0.188
O 0.827 0.088 1.869
C 0.790 -1.214 2.595
C 0.552 -0.975 4.069
H -0.099 -0.739 -3.686
H -1.359 -0.071 -2.766
H 0.265 0.721 -2.899
H -0.363 -2.085 -1.593
H 1.346 -1.446 -1.755
H 2.500 2.548 1.286
H 3.267 2.177 -0.277
H 1.611 3.956 -1.316
H 1.019 4.271 0.427
H 2.724 4.529 -0.103
H 0.054 -1.725 2.021
H 1.804 -1.630 2.406
H 0.641 -1.962 4.514
H 1.207 -0.173 4.440
H -0.402 -0.598 4.204
C -3.792 -9.533 -1.815
C -2.644 -8.789 -1.192
O -2.254 -7.669 -2.053
P -2.621 -6.151 -1.671
O -2.172 -5.256 -2.787
O -4.159 -6.126 -1.291
C -5.086 -5.578 -2.340
C -5.192 -4.059 -2.031
O -1.937 -5.949 -0.280
C -0.570 -6.369 0.168
C 0.333 -5.150 0.308
H -4.441 -8.765 -2.275
H -3.529 -10.243 -2.633
H -4.454 -10.008 -1.118
H -2.841 -8.445 -0.168
H -1.756 -9.400 -0.988
H -4.685 -5.891 -3.312
H -5.931 -6.324 -2.239
H -5.703 -3.977 -1.067
H -4.151 -3.659 -1.956
H -5.700 -3.529 -2.848
H -0.776 -6.919 1.083
H -0.240 -7.117 -0.550
H 1.322 -5.529 0.424
H 0.315 -4.561 -0.583
H 0.080 -4.553 1.156
C 4.386 6.035 6.545
C 4.210 4.610 5.955
O 2.910 4.529 5.235
P 2.951 3.644 3.865
O 3.644 4.170 2.689
O 3.480 2.219 4.451
C 4.665 1.473 3.936
C 4.147 0.151 3.498
O 1.390 3.407 3.726
C 0.640 2.562 4.664
C -0.366 3.465 5.386
H 5.202 5.890 7.224
H 4.777 6.735 5.776
H 3.511 6.457 6.999
H 5.041 4.477 5.302
H 4.111 3.887 6.689
H 5.123 2.045 3.095
H 5.346 1.477 4.818
H 3.405 -0.159 4.210
H 3.714 0.333 2.524
H 4.978 -0.506 3.470
H 0.205 1.792 3.985
H 1.191 2.044 5.369
H 0.140 4.266 5.950
H -1.218 3.820 4.801
H -0.794 2.801 6.130
C -5.904 6.672 0.452
C -5.871 5.166 0.267
O -4.471 4.643 0.260
P -3.778 4.196 -1.049
O -4.705 4.131 -2.199
O -2.491 5.194 -1.186
C -2.801 6.497 -1.593
C -1.612 7.365 -1.178
O -3.041 2.853 -0.767
C -1.720 2.773 -0.174
C -1.789 2.960 1.305
H -6.898 7.128 0.312
H -5.500 6.950 1.409
H -5.265 7.110 -0.317
H -6.286 4.565 1.072
H -6.352 4.834 -0.670
H -2.885 6.482 -2.673
H -3.767 6.752 -1.123
H -0.751 7.190 -1.765
H -1.935 8.403 -1.209
H -1.367 7.126 -0.162
H -1.342 1.791 -0.523
H -1.074 3.524 -0.640
H -2.215 3.959 1.464
H -2.498 2.245 1.694
H -0.791 2.933 1.708
Cl -1.599 -4.750 -5.700
C -1.654 -3.348 -6.715
Cl -2.881 -3.413 -7.999
Cl -0.029 -3.002 -7.266
H -2.033 -2.530 -6.057
Cl 5.692 5.094 -0.965
C 5.580 3.699 -2.030
Cl 5.729 2.194 -1.114
Cl 6.688 3.782 -3.355
H 4.568 3.679 -2.490
Cl 3.380 -2.909 8.407
C 3.039 -2.075 6.897
Cl 3.858 -2.736 5.522
Cl 3.314 -0.344 7.120
H 1.976 -2.122 6.776
Cl 6.057 -1.560 -2.481
C 4.301 -1.328 -2.205
Cl 3.419 -2.688 -2.896
Cl 3.874 0.214 -2.925
H 4.116 -1.300 -1.119
C 4.586 -2.968 1.479
C 3.634 -3.949 2.064
N 2.825 -4.678 2.448
H 4.993 -3.281 0.510
H 5.358 -2.709 2.216
H 3.933 -2.071 1.257

=====

No. 4
14
Properties=species:S:1:pos:R:3 method="wB97M-V/def2-TZVPD" gap_ha=0.3580 de_lowest_kcal_mol=39.0 charge=0 smiles=CN(C)[C@@H](O)Cl
C -0.861 0.701 0.581
N -0.113 0.103 -0.586
C -0.106 -1.342 -0.413
C 1.148 0.692 -0.802
O 2.030 0.307 0.207
Cl 1.702 0.247 -2.357
H -0.885 1.810 0.542
H -1.887 0.144 0.675
H -0.276 0.387 1.392
H -0.957 -1.808 -1.016
H 0.956 -1.785 -0.635
H -0.307 -1.485 0.687
H 1.028 1.792 -0.892
H 2.954 0.485 0.007

=====

No. 5
15
Properties=species:S:1:pos:R:3 method="wB97M-V/def2-TZVPD" gap_ha=0.3157 de_lowest_kcal_mol=33.1 charge=0 smiles=Cc1c[nH]c(N)c1
C 2.327 0.298 -0.446
C 0.922 -0.101 -0.129
C 0.338 -1.318 -0.040
N -0.990 -1.123 0.328
C -1.262 0.204 0.377
N -2.548 0.608 0.806
C -0.100 0.879 -0.012
H 2.390 1.256 -0.982
H 2.849 0.445 0.504
H 2.846 -0.465 -1.024
H 0.723 -2.297 -0.255
H -1.637 -1.857 0.559
H -2.534 1.553 1.168
H -3.267 0.539 0.095
H -0.055 1.379 -0.949

=====

No. 6
104
Properties=species:S:1:pos:R:3 method="wB97M-V/def2-TZVPD" gap_ha=0.3749 de_lowest_kcal_mol=15.5 charge=0 smiles="COP(=O)(OC)OC.COP(=O)(OC)OC.COP(=O)(OC)OC.COP(=O)(OC)OC.CC(C)O.CC(C)O.CC(C)O"
C 10.054 14.916 13.914
O 9.550 13.660 13.591
P 8.780 13.369 12.215
O 7.551 14.210 12.034
O 9.954 13.481 11.095
C 9.790 13.070 9.774
O 8.566 11.755 12.231
C 7.324 11.108 12.408
H 11.091 14.943 14.246
H 9.471 15.309 14.747
H 9.856 15.642 13.125
H 10.443 12.206 9.650
H 10.021 13.917 9.129
H 8.761 12.795 9.542
H 7.452 10.193 12.986
H 7.072 10.701 11.429
H 6.514 11.753 12.747
C 16.197 10.716 16.338
O 16.702 11.543 17.370
P 16.196 11.379 18.920
O 16.321 10.004 19.471
O 17.162 12.392 19.749
C 17.082 13.802 19.629
O 14.691 12.063 18.986
C 13.530 11.240 19.038
H 16.030 11.328 15.451
H 15.220 10.312 16.604
H 16.891 9.925 16.052
H 17.814 14.400 20.172
H 16.094 14.038 20.023
H 17.064 14.094 18.579
H 13.657 10.261 18.576
H 12.762 11.678 18.401
H 13.343 11.101 20.103
C 18.775 14.724 11.365
O 17.514 14.503 10.738
P 16.206 14.067 11.628
O 15.244 13.317 10.807
O 16.852 13.316 12.933
C 17.597 12.086 12.857
O 15.663 15.509 12.205
C 14.312 15.703 12.560
H 19.541 13.996 11.096
H 18.588 14.754 12.439
H 19.157 15.698 11.062
H 17.192 11.306 13.501
H 18.610 12.352 13.159
H 17.661 11.736 11.827
H 14.190 15.223 13.531
H 13.605 15.297 11.837
H 13.942 16.699 12.800
C 7.809 8.015 7.407
O 8.693 8.658 8.296
P 10.335 8.633 8.165
O 10.804 9.298 6.921
O 10.947 9.242 9.542
C 10.611 8.848 10.855
O 10.706 7.062 8.280
C 11.964 6.592 7.911
H 7.353 8.732 6.724
H 7.000 7.591 8.002
H 8.164 7.120 6.896
H 10.008 9.534 11.451
H 11.608 8.710 11.274
H 10.133 7.873 10.958
H 12.437 6.168 8.797
H 12.452 7.419 7.396
H 11.784 5.798 7.186
C 10.346 7.756 16.355
C 11.133 8.561 15.366
C 10.170 9.027 14.296
O 11.610 9.672 16.026
H 9.843 6.912 15.885
H 9.493 8.319 16.736
H 11.011 7.426 17.153
H 11.962 8.037 14.890
H 9.576 8.225 13.856
H 10.615 9.496 13.418
H 9.388 9.728 14.588
H 10.837 10.173 16.297
C 11.678 15.284 17.369
C 12.582 16.427 16.902
C 14.089 16.059 17.230
O 12.585 16.608 15.534
H 10.634 15.598 17.391
H 11.993 14.919 18.346
H 11.766 14.394 16.746
H 12.260 17.393 17.289
H 14.334 15.201 16.604
H 14.214 15.846 18.291
H 14.803 16.846 16.986
H 11.792 17.123 15.369
C 12.243 11.763 12.968
C 13.538 11.754 13.802
C 13.475 12.674 15.033
O 13.798 10.431 14.230
H 12.275 12.658 12.346
H 11.308 11.800 13.526
H 12.192 10.867 12.349
H 14.377 12.092 13.193
H 12.770 12.352 15.800
H 13.207 13.680 14.711
H 14.382 12.810 15.622
H 13.091 10.288 14.864

=====

No. 7
94
Properties=species:S:1:pos:R:3 method="wB97M-V/def2-TZVPD" gap_ha=0.2171 charge=-1
C -1.031 2.766 2.725
C -1.832 1.555 3.318
C -1.971 0.321 2.330
O -2.987 -0.493 2.882
O -2.284 0.871 1.038
C -3.407 0.278 0.403
P -5.066 1.056 0.933
O -4.882 2.346 1.653
O -5.961 1.270 -0.462
O -5.943 -0.013 1.873
C -0.650 -0.596 2.337
N 0.589 0.165 2.346
C 0.957 0.813 1.074
C 2.175 0.093 0.340
C 2.412 0.637 -1.119
C 1.882 2.093 -1.315
O 0.913 2.281 -2.016
O 2.501 3.184 -0.740
C -0.672 -1.325 3.796
O -0.069 -0.747 4.726
O -1.214 -2.449 4.004
S -0.746 -1.964 1.085
C -0.705 -1.409 -0.659
O 0.411 -2.861 1.291
O -1.966 -2.793 1.190
H -1.351 3.080 1.708
H 0.073 2.611 2.813
H -1.241 3.648 3.399
H -1.475 1.263 4.330
H -2.892 1.922 3.456
H -3.726 0.048 3.200
H -3.326 0.555 -0.688
H -3.433 -0.830 0.417
H -5.750 0.488 -1.017
H -6.121 0.406 2.736
H 1.329 -0.516 2.547
H 1.351 1.840 1.325
H 0.133 0.972 0.343
H 2.106 -1.023 0.395
H 3.085 0.380 0.935
H 3.519 0.689 -1.298
H 1.997 0.001 -1.926
H 1.792 3.848 -0.638
H 0.369 -1.425 -0.990
H -1.209 -2.209 -1.262
H -1.116 -0.392 -0.843
C 3.383 0.830 -4.822
O 3.219 0.941 -3.625
N 3.766 -0.313 -5.440
C 3.950 -0.395 -6.873
C 3.996 -1.492 -4.621
H 3.226 1.673 -5.516
H 3.272 -1.150 -7.280
H 4.983 -0.681 -7.087
H 3.741 0.564 -7.346
H 3.078 -1.739 -4.084
H 4.776 -1.276 -3.892
H 4.296 -2.336 -5.242
C -4.719 -2.986 -0.036
O -4.851 -1.882 -0.549
N -5.736 -3.788 0.341
C -5.503 -5.083 0.946
C -7.100 -3.338 0.136
H -3.728 -3.415 0.163
H -5.961 -5.858 0.324
H -5.955 -5.102 1.940
H -4.436 -5.282 1.036
H -7.263 -3.153 -0.928
H -7.256 -2.403 0.680
H -7.805 -4.089 0.490
C 5.571 -3.215 -1.683
O 4.795 -2.283 -1.744
N 5.238 -4.480 -1.337
C 6.217 -5.546 -1.283
C 3.852 -4.775 -1.007
H 6.644 -3.095 -1.912
H 5.927 -6.336 -1.981
H 6.251 -5.952 -0.270
H 7.206 -5.178 -1.553
H 3.220 -4.537 -1.864
H 3.541 -4.157 -0.164
H 3.740 -5.827 -0.750
C 0.245 5.919 1.436
O 0.690 4.833 1.741
N 0.612 7.099 1.998
C 0.036 8.361 1.584
C 1.614 7.091 3.048
H -0.522 6.034 0.651
H 0.830 9.015 1.216
H -0.454 8.831 2.440
H -0.697 8.210 0.793
H 2.539 6.657 2.661
H 1.263 6.475 3.878
H 1.804 8.104 3.399